Molecular formula: C12H32BBeCaClF6N2NaO14P3
Method: DFT, the ωB97M-V functional and the def2-TZVPD basis

Geometry as ORCA input:
```
! RIJCOSX wB97M-V def2-TZVPD def2/J DEFGRID3
* xyz 0 1
C 1.276 3.575 4.873
C 1.318 2.374 3.895
O -0.003 1.929 3.616
C -0.256 1.616 2.277
C -1.070 0.292 2.324
O -0.406 -0.708 3.065
N 0.846 -0.864 2.458
C 1.170 -2.251 2.275
O 1.277 -3.049 3.179
O 1.412 -2.690 0.993
P 2.261 -1.654 -0.037
P 4.017 -0.746 0.860
O 5.222 -1.054 0.111
O 4.270 -1.123 2.438
O 3.728 0.884 0.796
H 0.500 4.273 4.549
H 1.005 3.183 5.938
H 2.266 4.037 4.912
H 1.872 1.538 4.349
H 1.850 2.723 2.995
H -0.850 2.455 1.831
H 0.636 1.528 1.649
H -2.025 0.558 2.837
H -1.253 -0.026 1.283
H 1.572 -0.398 2.995
H 2.783 -2.505 -1.041
H 4.063 -0.359 2.995
H 2.787 0.981 1.024
N 5.151 3.254 2.287
H 4.953 3.129 3.283
H 4.696 2.515 1.752
H 4.788 4.162 1.978
H 6.158 3.217 2.129
B 2.607 6.015 2.078
F 3.327 5.389 3.152
F 1.964 7.149 2.540
F 3.527 6.353 1.062
F 1.671 5.093 1.556
Be -2.676 1.980 1.651
F 5.397 -1.456 -1.955
Cl 0.169 1.491 6.192
O -2.591 -1.626 -2.831
P -2.458 -2.818 -3.737
O -3.897 -3.577 -3.576
C -5.043 -3.020 -4.164
C -5.031 -3.190 -5.678
O -1.530 -3.794 -2.804
C -0.778 -3.306 -1.699
C -1.557 -3.473 -0.408
O -2.023 -3.749 -5.054
C -1.050 -3.187 -5.962
C 0.298 -2.966 -5.302
H -5.125 -1.947 -3.884
H -5.910 -3.554 -3.739
H -4.235 -2.592 -6.134
H -5.986 -2.871 -6.114
H -4.852 -4.228 -5.951
H -0.480 -2.267 -1.859
H 0.142 -3.894 -1.650
H -2.570 -3.079 -0.493
H -1.052 -2.967 0.416
H -1.650 -4.530 -0.156
H -1.437 -2.246 -6.369
H -0.949 -3.888 -6.790
H 0.239 -2.193 -4.528
H 1.039 -2.648 -6.036
H 0.645 -3.879 -4.820
C -1.930 5.284 3.005
O -0.791 5.413 3.467
O -2.193 4.680 1.836
O -2.966 5.700 3.587
Ca -2.785 4.455 -0.310
F -5.782 -5.430 -3.148
Na -7.526 -1.806 -5.365
*
```

Maximum force ... 0.152 Eh/bohr
HOMO energy ... -6.8 eV
E ... -4601.9101 Ha

Here are the Mulliken charges for atoms 1 to 2, given in e: -0.489, -0.713